1.
{"formula": "C43H41N3O7PReS", "method": "the ωB97M-V functional and the def2-TZVPD basis", "elements": ["Re", "O", "C", "C", "C", "C", "C", "C", "C", "O", "N", "N", "C", "C", "C", "C", "C", "C", "N", "H", "H", "H", "H", "H", "H", "H", "H", "H", "H", "O", "C", "C", "C", "C", "C", "C", "C", "P", "C", "C", "C", "C", "C", "C", "C", "C", "C", "C", "C", "C", "H", "H", "H", "H", "H", "H", "H", "H", "H", "H", "H", "H", "H", "H", "C", "C", "C", "C", "C", "C", "C", "S", "O", "O", "O", "H", "H", "H", "H", "H", "H", "H", "C", "C", "O", "C", "C", "H", "H", "H", "H", "H", "H", "H", "H", "H", "H"], "coordinates": [[0.176, 0.429, -0.059], [3.256, 3.611, -1.407], [2.605, 4.648, -0.845], [3.102, 5.920, -1.128], [2.507, 7.038, -0.588], [1.399, 6.919, 0.255], [0.902, 5.670, 0.537], [1.484, 4.513, -0.008], [0.875, 3.216, 0.280], [1.378, 2.140, -0.279], [-0.157, 3.167, 1.098], [-0.576, 1.887, 1.223], [-1.403, 1.529, 2.135], [-1.612, 0.096, 2.256], [-2.360, -0.466, 3.275], [-2.395, -1.844, 3.409], [-1.681, -2.626, 2.515], [-0.986, -2.010, 1.495], [-0.948, -0.679, 1.355], [2.820, 2.787, -1.137], [3.967, 5.995, -1.774], [2.909, 8.016, -0.816], [0.940, 7.799, 0.684], [0.045, 5.552, 1.185], [-1.833, 2.247, 2.821], [-2.883, 0.181, 3.964], [-2.964, -2.300, 4.207], [-1.671, -3.704, 2.588], [-0.449, -2.582, 0.757], [1.728, 0.424, 2.375], [1.743, -0.113, 1.294], [2.808, -1.090, 0.917], [3.798, -1.392, 1.850], [4.819, -2.258, 1.515], [4.865, -2.807, 0.237], [3.886, -2.505, -0.695], [2.828, -1.660, -0.357], [1.505, -1.144, -1.510], [0.577, -2.722, -1.930], [1.367, -3.736, -2.703], [1.059, -4.390, -3.828], [-0.080, -4.288, -4.742], [-1.023, -3.348, -4.775], [-1.117, -2.166, -3.855], [2.408, -0.431, -2.911], [2.276, 0.928, -3.175], [3.015, 1.518, -4.191], [3.875, 0.751, -4.959], [3.995, -0.612, -4.714], [3.269, -1.203, -3.695], [3.750, -0.924, 2.825], [5.592, -2.494, 2.234], [5.678, -3.465, -0.039], [3.976, -2.911, -1.690], [2.281, -4.046, -2.213], [1.783, -5.143, -4.122], [-0.119, -5.067, -5.494], [-1.775, -3.415, -5.554], [-2.145, -1.808, -3.895], [1.570, 1.527, -2.620], [2.909, 2.579, -4.374], [4.449, 1.209, -5.754], [4.655, -1.217, -5.320], [3.357, -2.268, -3.540], [-0.504, 7.008, -4.621], [-0.918, 5.702, -4.004], [-1.051, 5.576, -2.623], [-1.411, 4.367, -2.051], [-1.628, 3.270, -2.870], [-1.520, 3.371, -4.249], [-1.167, 4.589, -4.805], [-1.953, 1.713, -2.129], [-2.599, 1.908, -0.852], [-2.590, 0.856, -3.086], [-0.514, 1.217, -1.852], [-0.616, 7.832, -3.917], [-1.098, 7.230, -5.507], [0.543, 6.972, -4.929], [-0.872, 6.433, -1.985], [-1.540, 4.277, -0.981], [-1.712, 2.505, -4.869], [-1.086, 4.680, -5.882], [-0.233, -1.036, -4.381], [-0.879, -2.580, -2.393], [-1.558, -1.756, -1.445], [-2.987, -1.908, -1.524], [-3.674, -1.310, -0.319], [0.777, -1.391, -4.577], [-0.206, -0.199, -3.686], [-0.639, -0.664, -5.323], [0.512, -3.133, -0.912], [-1.293, -3.593, -2.290], [-3.210, -2.980, -1.602], [-3.357, -1.410, -2.419], [-3.472, -1.871, 0.593], [-4.751, -1.339, -0.489], [-3.396, -0.266, -0.186]], "mulliken_spin": [2.049, 0.001, 0.001, 0.003, -0.003, 0.001, -0.002, 0.005, 0.031, 0.059, -0.005, -0.060, 0.055, 0.125, 0.002, 0.035, -0.007, 0.076, 0.040, -0.006, 0.000, 0.000, 0.000, -0.001, -0.009, 0.000, 0.001, 0.000, -0.031, 0.076, -0.012, 0.039, -0.005, 0.002, 0.003, -0.003, -0.004, 0.260, -0.067, 0.009, 0.002, -0.001, 0.001, 0.004, -0.051, 0.000, -0.001, 0.000, 0.000, -0.003, 0.002, 0.000, 0.000, 0.000, 0.001, 0.000, 0.000, 0.000, 0.000, 0.033, 0.000, 0.000, 0.000, 0.000, 0.000, 0.003, -0.003, 0.003, 0.004, 0.002, -0.001, -0.023, -0.002, 0.011, 0.219, 0.000, 0.000, 0.000, 0.000, 0.005, 0.000, 0.000, 0.001, 0.026, 0.060, 0.001, 0.007, 0.000, 0.006, 0.000, 0.030, 0.005, 0.003, 0.002, 0.001, -0.001, -0.005], "charge": 1, "de_lowest_ev": 0.882, "spin_multiplicity": 4, "gap_ev": [7.0, 6.0], "e_lumo_ev": [-3.7, -4.7], "mol_weight_g_mol": 961.063, "homo_ha": [-0.3940, -0.3934]}



2.
{"formula": "C43H42CeN6O7PS2", "method": "the ωB97M-V functional and the def2-TZVPD basis", "elements": ["Ce", "O", "N", "N", "O", "C", "C", "C", "C", "C", "C", "H", "H", "H", "H", "H", "O", "C", "O", "C", "P", "C", "C", "C", "C", "C", "C", "C", "C", "C", "C", "C", "C", "H", "H", "H", "H", "H", "H", "H", "H", "H", "H", "H", "H", "C", "C", "C", "C", "C", "C", "C", "S", "O", "O", "N", "C", "C", "C", "C", "C", "N", "H", "H", "H", "H", "H", "H", "H", "H", "H", "H", "H", "C", "C", "C", "N", "C", "S", "N", "C", "O", "C", "C", "C", "C", "C", "C", "H", "H", "H", "H", "H", "H", "H", "H", "H", "H", "H", "H", "H", "H"], "coordinates": [[-0.709, 0.581, -0.059], [-2.866, 1.786, -0.343], [-3.984, 1.303, -0.493], [-3.982, -0.089, -0.615], [-2.828, -0.786, -0.525], [-5.188, -0.664, -0.890], [-5.340, -2.029, -1.177], [-6.552, -2.447, -1.746], [-7.601, -1.535, -2.010], [-7.419, -0.234, -1.624], [-6.263, 0.219, -1.030], [-4.623, -2.781, -0.930], [-6.691, -3.498, -1.998], [-8.503, -1.996, -2.374], [-8.280, 0.463, -1.756], [-6.174, 1.230, -0.684], [3.358, -0.499, -1.318], [2.341, -0.687, -0.637], [1.317, 0.231, -0.511], [2.106, -2.012, 0.101], [0.405, -2.221, 0.840], [0.596, -2.306, 2.578], [-0.208, -3.191, 3.292], [-1.309, -2.901, 4.197], [-1.408, -1.850, 5.018], [-0.303, -0.955, 5.379], [1.406, -1.346, 3.363], [-0.220, -3.818, 0.383], [0.599, -4.944, 0.601], [0.095, -6.229, 0.473], [-1.164, -6.416, -0.165], [-1.959, -5.289, -0.469], [-1.545, -4.032, -0.064], [2.691, -2.037, 1.060], [2.339, -2.877, -0.532], [-0.147, -4.271, 2.997], [-2.030, -3.740, 4.182], [-2.299, -1.814, 5.609], [-0.218, -0.788, 6.455], [1.748, -0.573, 2.601], [1.642, -4.769, 0.903], [0.669, -7.144, 0.759], [-1.565, -7.371, -0.378], [-2.878, -5.432, -1.064], [-2.257, -3.205, -0.225], [3.619, 1.504, 6.703], [2.396, 0.987, 5.963], [1.278, 1.869, 5.897], [0.104, 1.607, 5.163], [-0.220, 0.325, 4.615], [0.945, -0.709, 4.635], [2.191, -0.267, 5.367], [-1.411, 0.691, 3.233], [-2.447, 1.355, 3.926], [-1.766, -0.452, 2.385], [-0.709, 1.584, 2.096], [-0.751, 2.988, 1.903], [-1.332, 3.926, 2.852], [-1.192, 5.295, 2.578], [-0.408, 5.630, 1.456], [-0.236, 4.653, 0.442], [-0.303, 3.347, 0.743], [3.381, 1.523, 7.767], [3.861, 2.581, 6.336], [4.495, 0.885, 6.466], [1.344, 2.892, 6.350], [-0.559, 2.427, 4.995], [2.403, -1.794, 3.636], [3.109, -0.870, 5.271], [-1.892, 3.593, 3.701], [-1.593, 6.034, 3.180], [-0.178, 6.678, 1.267], [0.275, 4.875, -0.480], [2.448, -1.855, -5.920], [1.137, -1.131, -5.555], [0.951, -0.787, -4.094], [1.341, 0.606, -3.868], [0.562, 1.487, -3.318], [-1.083, 1.099, -2.892], [0.926, 2.760, -3.056], [2.306, 3.167, -2.889], [2.658, 3.679, -1.824], [3.175, 3.209, -4.055], [2.727, 2.897, -5.341], [3.551, 3.109, -6.425], [4.885, 3.484, -6.240], [5.356, 3.768, -4.945], [4.517, 3.598, -3.883], [2.171, -2.811, -6.423], [3.094, -2.108, -5.066], [2.951, -1.180, -6.662], [0.260, -1.757, -5.850], [1.039, -0.210, -6.190], [1.566, -1.451, -3.484], [-0.079, -0.947, -3.760], [2.356, 0.753, -4.098], [0.377, 3.120, -2.260], [1.664, 2.672, -5.449], [3.053, 2.987, -7.362], [5.642, 3.508, -7.010], [6.370, 4.260, -4.820], [4.881, 3.882, -2.884]], "mulliken_spin": [0.981, -0.004, 0.002, -0.001, 0.003, 0.001, -0.001, 0.000, -0.001, 0.001, 0.000, 0.000, 0.000, 0.000, 0.000, 0.000, -0.001, 0.001, 0.007, 0.001, 0.019, 0.000, -0.021, 0.000, -0.001, 0.002, 0.018, 0.000, -0.003, 0.000, 0.000, 0.000, -0.005, 0.000, 0.000, 0.001, 0.000, 0.000, 0.000, 0.000, 0.000, 0.000, 0.000, 0.000, 0.001, 0.001, -0.005, 0.004, -0.004, 0.001, -0.007, 0.008, -0.005, 0.001, -0.003, 0.007, 0.001, 0.000, 0.000, 0.000, 0.001, 0.002, 0.000, 0.000, 0.000, 0.000, -0.001, -0.002, 0.000, 0.000, 0.000, 0.000, 0.000, 0.000, 0.000, 0.000, 0.001, 0.001, -0.002, 0.001, 0.001, 0.000, 0.000, 0.000, 0.000, 0.000, 0.000, 0.000, 0.000, 0.000, 0.000, 0.000, 0.000, 0.000, 0.000, 0.000, -0.001, 0.000, 0.000, 0.000, 0.000, 0.000], "de_lowest_ev": 3.284, "spin_multiplicity": 2, "gap_ev": [6.7, 6.7], "e_lumo_ev": [-0.6, -0.6], "mol_weight_g_mol": 990.068, "homo_ha": [-0.2675, -0.2677]}